A 2-piece molecular cluster, C5H7NO overall at a distorted geometry, computed with ωB97M-V/def2-TZVPD.

Values from the calculation:
ΔE to the lowest compared entry with this formula, charge and spin	541.9	kJ/mol
SMILES	CC1=CN1.C=C=O
HOMO-LUMO gap	8.73	eV
HOMO level	-7.93	eV

Each atom is followed by the atoms it is bonded to, with distances in Å.
Element x y z (Å)
1 C 0.409 -1.242 -0.201  C3 1.270, C4 1.461, N6 1.475
2 C -1.333 1.695 -0.224  C5 1.286, O7 1.152
3 C 0.216 -0.938 -1.419  C1 1.270, N6 1.535, H8 1.043
4 C 0.362 -0.919 1.223  C1 1.461, H9 1.161, H10 1.123, H11 1.161
5 C -0.484 2.520 0.280  C2 1.286, H12 1.023, H14 1.032
6 N 0.491 -2.412 -1.095  C1 1.475, C3 1.535, H13 0.943
7 O -2.143 1.086 -0.771  C2 1.152
8 H 0.274 -0.353 -2.280  C3 1.043
9 H 1.359 -0.365 1.444  C4 1.161
10 H 0.223 -1.869 1.805  C4 1.123
11 H -0.548 -0.200 1.281  C4 1.161
12 H -0.663 2.731 1.264  C5 1.023
13 H 1.388 -2.603 -1.314  N6 0.943
14 H 0.448 2.870 0.007  C5 1.032

---

A 15-piece molecular cluster, C56H156Cl12N23O11P7 overall at a distorted geometry, computed with ωB97M-V/def2-TZVPD.

Values from the calculation:
HOMO-LUMO gap	6.61	eV
HOMO level	-7.60	eV

Each atom is followed by the atoms it is bonded to, with distances in Å.
Element x y z (Å)
1 O 5.318 -3.811 -5.206  P2 1.503
2 P 5.652 -4.492 -3.909  O1 1.503, N3 1.761, N6 1.716, N9 1.719
3 N 4.261 -4.646 -2.841  P2 1.761, C4 1.486, C5 1.477
4 C 3.851 -3.665 -1.803  N3 1.486, H12 1.090, H13 1.090, H14 1.090
5 C 3.174 -5.571 -3.219  N3 1.477, H15 1.090, H16 1.090, H17 1.090
6 N 6.927 -3.734 -3.046  P2 1.716, C7 1.430, C8 1.478
7 C 7.340 -4.091 -1.724  N6 1.430, H18 1.090, H19 1.090, H20 1.090
8 C 7.684 -2.624 -3.663  N6 1.478, H21 1.090, H22 1.090, H23 1.090
9 N 6.237 -6.106 -3.990  P2 1.719, C10 1.476, C11 1.446
10 C 6.348 -6.993 -2.815  N9 1.476, H24 1.090, H25 1.090, H26 1.090
11 C 6.969 -6.576 -5.145  N9 1.446, H27 1.090, H28 1.090, H29 1.090
12 H 4.654 -3.028 -1.432  C4 1.090
13 H 3.194 -4.065 -1.031  C4 1.090
14 H 3.151 -3.007 -2.320  C4 1.090
15 H 3.561 -6.478 -3.683  C5 1.090
16 H 2.568 -5.069 -3.974  C5 1.090
17 H 2.641 -5.896 -2.325  C5 1.090
18 H 8.004 -3.382 -1.230  C7 1.090
19 H 6.445 -4.244 -1.121  C7 1.090
20 H 8.000 -4.958 -1.753  C7 1.090
21 H 7.773 -2.588 -4.749  C8 1.090
22 H 7.328 -1.652 -3.324  C8 1.090
23 H 8.729 -2.743 -3.376  C8 1.090
24 H 5.618 -6.628 -2.092  C10 1.090
25 H 6.091 -7.977 -3.208  C10 1.090
26 H 7.337 -6.947 -2.361  C10 1.090
27 H 8.022 -6.632 -4.869  C11 1.090
28 H 6.705 -5.937 -5.988  C11 1.090
29 H 6.736 -7.623 -5.335  C11 1.090
30 O 5.349 -3.910 1.163  P31 1.495
31 P 5.679 -2.907 2.222  O30 1.495, N32 1.750, N35 1.710, N38 1.725
32 N 6.395 -1.452 1.564  P31 1.750, C33 1.524, C34 1.467
33 C 5.614 -0.612 0.559  N32 1.524, H41 1.090, H42 1.090, H43 1.090
34 C 7.419 -0.786 2.377  N32 1.467, H44 1.090, H45 1.090, H46 1.090
35 N 6.724 -3.620 3.373  P31 1.710, C36 1.491, C37 1.477
36 C 6.194 -4.550 4.410  N35 1.491, H47 1.090, H48 1.090, H49 1.090
37 C 8.017 -4.179 2.928  N35 1.477, H50 1.090, H51 1.090, H52 1.090
38 N 4.383 -2.247 3.148  P31 1.725, C39 1.426, C40 1.499
39 C 4.576 -1.471 4.329  N38 1.426, H53 1.090, H54 1.090, H55 1.090
40 C 3.029 -2.171 2.509  N38 1.499, H56 1.090, H57 1.090, H58 1.090
41 H 5.181 -1.215 -0.239  C33 1.090
42 H 6.271 0.140 0.124  C33 1.090
43 H 4.837 -0.035 1.059  C33 1.090
44 H 6.947 -0.026 3.000  C34 1.090
45 H 8.126 -0.253 1.742  C34 1.090
46 H 7.991 -1.460 3.015  C34 1.090
47 H 5.954 -5.530 3.999  C36 1.090
48 H 6.898 -4.688 5.231  C36 1.090
49 H 5.348 -4.119 4.946  C36 1.090
50 H 7.899 -5.226 2.650  C37 1.090
51 H 8.443 -3.730 2.030  C37 1.090
52 H 8.743 -4.119 3.739  C37 1.090
53 H 4.654 -0.420 4.047  C39 1.090
54 H 3.756 -1.581 5.037  C39 1.090
55 H 5.444 -1.786 4.909  C39 1.090
56 H 2.235 -1.984 3.232  C40 1.090
57 H 2.813 -3.078 1.944  C40 1.090
58 H 2.993 -1.276 1.888  C40 1.090
59 O -7.397 1.523 0.241  P60 1.545
60 P -6.728 0.132 0.176  O59 1.545, N61 1.682, N64 1.710, N67 1.753
61 N -7.401 -0.918 1.305  P60 1.682, C62 1.497, C63 1.470
62 C -7.078 -0.802 2.762  N61 1.497, H70 1.090, H71 1.090, H72 1.090
63 C -8.771 -1.425 1.145  N61 1.470, H73 1.090, H74 1.090, H75 1.090
64 N -5.037 0.123 0.432  P60 1.710, C65 1.446, C66 1.469
65 C -4.263 1.307 0.732  N64 1.446, H76 1.090, H77 1.090, H78 1.090
66 C -4.255 -1.095 0.686  N64 1.469, H79 1.090, H80 1.090, H81 1.090
67 N -6.831 -0.684 -1.372  P60 1.753, C68 1.517, C69 1.435
68 C -7.719 -0.083 -2.445  N67 1.517, H82 1.090, H83 1.090, H84 1.090
69 C -6.260 -1.949 -1.736  N67 1.435, H85 1.090, H86 1.090, H87 1.090
70 H -7.337 -1.671 3.367  C62 1.090
71 H -7.556 0.048 3.250  C62 1.090
72 H -6.025 -0.538 2.859  C62 1.090
73 H -9.030 -1.583 0.098  C63 1.090
74 H -9.443 -0.757 1.682  C63 1.090
75 H -8.868 -2.440 1.532  C63 1.090
76 H -4.644 2.114 0.107  C65 1.090
77 H -4.390 1.534 1.791  C65 1.090
78 H -3.187 1.257 0.564  C65 1.090
79 H -4.876 -1.887 1.104  C66 1.090
80 H -3.965 -1.462 -0.298  C66 1.090
81 H -3.385 -0.941 1.325  C66 1.090
82 H -7.867 0.993 -2.349  C68 1.090
83 H -7.264 -0.233 -3.424  C68 1.090
84 H -8.695 -0.561 -2.530  C68 1.090
85 H -5.385 -1.820 -2.373  C69 1.090
86 H -7.058 -2.527 -2.202  C69 1.090
87 H -5.991 -2.520 -0.847  C69 1.090
88 O -0.099 2.166 -6.659  P89 1.495
89 P -0.836 2.229 -5.359  O88 1.495, N90 1.754, N93 1.705, N96 1.701
90 N -1.531 0.694 -4.873  P89 1.754, C91 1.462, C92 1.495
91 C -1.697 -0.293 -5.939  N90 1.462, H99 1.090, H100 1.090, H101 1.090
92 C -2.288 0.547 -3.592  N90 1.495, H102 1.090, H103 1.090, H104 1.090
93 N -2.188 3.267 -5.302  P89 1.705, C94 1.464, C95 1.461
94 C -2.651 3.901 -4.067  N93 1.464, H105 1.090, H106 1.090, H107 1.090
95 C -2.748 3.719 -6.573  N93 1.461, H108 1.090, H109 1.090, H110 1.090
96 N 0.170 2.552 -4.025  P89 1.701, C97 1.450, C98 1.456
97 C 0.574 3.909 -3.717  N96 1.450, H111 1.090, H112 1.090, H113 1.090
98 C 1.043 1.479 -3.570  N96 1.456, H114 1.090, H115 1.090, H116 1.090
99 H -2.064 0.021 -6.916  C91 1.090
100 H -2.367 -1.019 -5.479  C91 1.090
101 H -0.772 -0.801 -6.212  C91 1.090
102 H -3.321 0.838 -3.780  C92 1.090
103 H -2.009 1.265 -2.821  C92 1.090
104 H -2.285 -0.490 -3.255  C92 1.090
105 H -2.599 3.312 -3.151  C94 1.090
106 H -2.099 4.833 -3.942  C94 1.090
107 H -3.709 4.131 -4.187  C94 1.090
108 H -2.560 2.991 -7.362  C95 1.090
109 H -3.809 3.968 -6.543  C95 1.090
110 H -2.084 4.536 -6.856  C95 1.090
111 H 1.568 4.134 -4.104  C97 1.090
112 H -0.067 4.674 -4.157  C97 1.090
113 H 0.529 4.121 -2.648  C97 1.090
114 H 0.385 0.837 -2.985  C98 1.090
115 H 1.879 1.943 -3.046  C98 1.090
116 H 1.471 0.892 -4.383  C98 1.090
117 O 5.482 -1.215 -7.054  P118 1.490
118 P 5.910 0.128 -6.570  O117 1.490, N119 1.684, N122 1.735, N125 1.701
119 N 4.806 1.366 -6.862  P118 1.684, C120 1.398, C121 1.429
120 C 5.064 2.727 -6.676  N119 1.398, H128 1.090, H129 1.090, H130 1.090
121 C 3.424 1.095 -7.106  N119 1.429, H131 1.090, H132 1.090, H133 1.090
122 N 7.344 0.778 -7.299  P118 1.735, C123 1.475, C124 1.469
123 C 7.403 1.837 -8.325  N122 1.475, H134 1.090, H135 1.090, H136 1.090
124 C 8.602 0.030 -7.168  N122 1.469, H137 1.090, H138 1.090, H139 1.090
125 N 6.172 0.301 -4.898  P118 1.701, C126 1.460, C127 1.447
126 C 5.231 -0.351 -3.992  N125 1.460, H140 1.090, H141 1.090, H142 1.090
127 C 6.936 1.398 -4.342  N125 1.447, H143 1.090, H144 1.090, H145 1.090
128 H 6.045 2.927 -6.245  C120 1.090
129 H 4.385 3.258 -6.007  C120 1.090
130 H 5.018 3.299 -7.603  C120 1.090
131 H 3.294 0.243 -7.773  C121 1.090
132 H 2.864 1.971 -7.433  C121 1.090
133 H 2.981 0.787 -6.159  C121 1.090
134 H 7.702 2.781 -7.871  C123 1.090
135 H 8.040 1.579 -9.171  C123 1.090
136 H 6.490 2.028 -8.888  C123 1.090
137 H 9.450 0.444 -7.712  C124 1.090
138 H 8.825 -0.213 -6.129  C124 1.090
139 H 8.397 -1.007 -7.431  C124 1.090
140 H 5.565 -0.248 -2.960  C126 1.090
141 H 4.253 0.127 -4.038  C126 1.090
142 H 5.144 -1.407 -4.249  C126 1.090
143 H 6.216 2.216 -4.318  C127 1.090
144 H 7.730 1.690 -5.029  C127 1.090
145 H 7.236 1.116 -3.333  C127 1.090
146 O -6.393 2.166 6.697  P147 1.498
147 P -6.178 3.575 6.236  O146 1.498, N148 1.703, N151 1.725, N154 1.741
148 N -4.563 4.109 6.314  P147 1.703, C149 1.477, C150 1.464
149 C -4.102 5.465 5.955  N148 1.477, H157 1.090, H158 1.090, H159 1.090
150 C -3.424 3.188 6.302  N148 1.464, H160 1.090, H161 1.090, H162 1.090
151 N -6.990 4.802 7.137  P147 1.725, C152 1.536, C153 1.469
152 C -6.450 5.225 8.512  N151 1.536, H163 1.090, H164 1.090, H165 1.090
153 C -8.456 4.872 7.088  N151 1.469, H166 1.090, H167 1.090, H168 1.090
154 N -6.645 3.787 4.573  P147 1.741, C155 1.460, C156 1.489
155 C -6.213 2.768 3.621  N154 1.460, H169 1.090, H170 1.090, H171 1.090
156 C -6.783 5.127 3.938  N154 1.489, H172 1.090, H173 1.090, H174 1.090
157 H -3.668 5.867 6.870  C149 1.090
158 H -4.902 6.171 5.731  C149 1.090
159 H -3.391 5.584 5.136  C149 1.090
160 H -2.561 3.723 6.699  C150 1.090
161 H -3.135 3.008 5.267  C150 1.090
162 H -3.668 2.277 6.848  C150 1.090
163 H -7.000 6.102 8.850  C152 1.090
164 H -6.591 4.400 9.211  C152 1.090
165 H -5.388 5.471 8.477  C152 1.090
166 H -8.827 5.759 7.602  C153 1.090
167 H -8.869 5.074 6.100  C153 1.090
168 H -8.953 4.049 7.602  C153 1.090
169 H -6.280 1.801 4.119  C155 1.090
170 H -6.870 2.692 2.755  C155 1.090
171 H -5.179 2.938 3.321  C155 1.090
172 H -7.319 5.887 4.507  C156 1.090
173 H -7.478 5.091 3.100  C156 1.090
174 H -5.855 5.605 3.622  C156 1.090
175 O -7.578 -6.369 2.240  P176 1.499
176 P -6.250 -6.046 1.625  O175 1.499, N177 1.760, N180 1.701, N183 1.742
177 N -6.256 -5.549 -0.063  P176 1.760, C178 1.480, C179 1.488
178 C -7.499 -5.165 -0.769  N177 1.480, H186 1.090, H187 1.090, H188 1.090
179 C -5.056 -5.157 -0.851  N177 1.488, H189 1.090, H190 1.090, H191 1.090
180 N -5.185 -7.372 1.660  P176 1.701, C181 1.472, C182 1.443
181 C -4.442 -7.859 2.833  N180 1.472, H192 1.090, H193 1.090, H194 1.090
182 C -5.469 -8.441 0.733  N180 1.443, H195 1.090, H196 1.090, H197 1.090
183 N -5.437 -4.792 2.518  P176 1.742, C184 1.459, C185 1.432
184 C -4.048 -4.456 2.224  N183 1.459, H198 1.090, H199 1.090, H200 1.090
185 C -6.177 -3.772 3.200  N183 1.432, H201 1.090, H202 1.090, H203 1.090
186 H -8.330 -5.762 -0.393  C178 1.090
187 H -7.359 -5.492 -1.799  C178 1.090
188 H -7.703 -4.095 -0.738  C178 1.090
189 H -5.231 -5.133 -1.926  C179 1.090
190 H -4.379 -6.008 -0.779  C179 1.090
191 H -4.584 -4.219 -0.560  C179 1.090
192 H -3.360 -7.878 2.696  C181 1.090
193 H -4.620 -7.208 3.688  C181 1.090
194 H -4.635 -8.906 3.067  C181 1.090
195 H -6.359 -9.028 0.962  C182 1.090
196 H -5.754 -8.051 -0.244  C182 1.090
197 H -4.682 -9.185 0.605  C182 1.090
198 H -3.558 -5.323 1.781  C184 1.090
199 H -4.007 -3.529 1.652  C184 1.090
200 H -3.504 -4.296 3.155  C184 1.090
201 H -6.885 -4.125 3.949  C185 1.090
202 H -6.628 -3.163 2.416  C185 1.090
203 H -5.568 -3.061 3.756  C185 1.090
204 C 2.952 6.712 2.777  N205 1.494, H208 1.090, H209 1.090, H210 1.090
205 N 2.127 5.466 2.764  C204 1.494, O206 1.229, O207 1.239
206 O 2.768 4.429 2.609  N205 1.229
207 O 0.917 5.602 2.992  N205 1.239
208 H 3.883 6.409 3.257  C204 1.090
209 H 2.551 7.594 3.276  C204 1.090
210 H 3.234 6.880 1.738  C204 1.090
211 C 5.227 2.887 -0.544  N212 1.486, H215 1.090, H216 1.090, H217 1.090
212 N 4.029 3.540 -1.133  C211 1.486, O213 1.245, O214 1.253
213 O 3.840 3.266 -2.333  N212 1.245
214 O 3.442 4.358 -0.387  N212 1.253
215 H 5.011 1.831 -0.382  C211 1.090
216 H 5.402 3.382 0.411  C211 1.090
217 H 6.125 3.008 -1.150  C211 1.090
218 Cl 0.122 2.545 8.004  C219 1.762
219 C 1.253 3.152 6.797  Cl218 1.762, C220 1.556, H222 1.090, H223 1.090
220 C 1.135 2.429 5.424  C219 1.556, Cl221 1.764, H224 1.090, H225 1.090
221 Cl 1.295 0.678 5.572  C220 1.764
222 H 2.253 2.992 7.199  C219 1.090
223 H 1.065 4.212 6.625  C219 1.090
224 H 1.946 2.758 4.775  C220 1.090
225 H 0.189 2.654 4.931  C220 1.090
226 Cl 0.483 -3.223 -1.931  C227 1.747
227 C 0.141 -2.533 -0.364  Cl226 1.747, C228 1.474, H230 1.090, H231 1.090
228 C -0.634 -3.568 0.344  C227 1.474, Cl229 1.834, H232 1.090, H233 1.090
229 Cl -0.808 -2.968 2.068  C228 1.834
230 H -0.385 -1.593 -0.531  C227 1.090
231 H 1.073 -2.355 0.173  C227 1.090
232 H -0.166 -4.553 0.346  C228 1.090
233 H -1.654 -3.669 -0.028  C228 1.090
234 Cl -2.915 5.165 -0.802  C235 1.746
235 C -2.212 6.062 0.521  Cl234 1.746, C236 1.498, H238 1.090, H239 1.090
236 C -2.957 6.151 1.817  C235 1.498, Cl237 1.780, H240 1.090, H241 1.090
237 Cl -3.288 4.515 2.433  C236 1.780
238 H -2.004 7.103 0.277  C235 1.090
239 H -1.288 5.521 0.728  C235 1.090
240 H -3.943 6.598 1.691  C236 1.090
241 H -2.406 6.716 2.569  C236 1.090
242 Cl 3.066 6.760 -3.543  C243 1.756
243 C 2.853 7.579 -2.004  Cl242 1.756, C244 1.476, H246 1.090, H247 1.090
244 C 1.447 7.853 -1.646  C243 1.476, Cl245 1.776, H248 1.090, H249 1.090
245 Cl 0.393 6.441 -1.422  C244 1.776
246 H 3.337 8.554 -2.045  C243 1.090
247 H 3.383 7.010 -1.240  C243 1.090
248 H 1.043 8.403 -2.496  C244 1.090
249 H 1.382 8.427 -0.722  C244 1.090
250 Cl 2.096 0.951 0.135  C251 1.784
251 C 0.700 1.977 0.563  Cl250 1.784, C252 1.516, H254 1.090, H255 1.090
252 C 0.186 1.644 1.950  C251 1.516, Cl253 1.760, H256 1.090, H257 1.090
253 Cl -0.835 0.211 1.905  C252 1.760
254 H -0.067 1.868 -0.204  C251 1.090
255 H 1.100 2.989 0.503  C251 1.090
256 H -0.460 2.458 2.279  C252 1.090
257 H 0.937 1.410 2.703  C252 1.090
258 Cl -3.451 -0.796 7.389  C259 1.740
259 C -2.011 -1.407 6.627  Cl258 1.740, C260 1.524, H262 1.090, H263 1.090
260 C -1.938 -0.975 5.168  C259 1.524, Cl261 1.777, H264 1.090, H265 1.090
261 Cl -3.395 -1.549 4.328  C260 1.777
262 H -2.085 -2.493 6.681  C259 1.090
263 H -1.165 -1.150 7.264  C259 1.090
264 H -1.120 -1.292 4.522  C260 1.090
265 H -1.892 0.113 5.109  C260 1.090